(1)
This record from the OMol25 dataset describes a molecular structure, C25H34FeN2O5P. The level of theory is ωB97M-V/def2-TZVPD.

Geometry as XYZ:
```
68
Properties=species:S:1:pos:R:3:lowdin_spin:R:1
Fe -1.191 -0.768 0.008 1.0213
N -0.920 -2.071 1.719 -0.0067
C -1.710 -3.290 1.523 -0.0012
C -2.834 -2.949 0.565 0.0046
O -3.956 -3.403 0.694 0.0126
N -2.366 -2.168 -0.443 0.0007
C -3.317 -1.827 -1.492 0.0014
C -3.133 -0.362 -1.805 0.0025
O -3.917 0.383 -2.323 0.0045
O -1.884 0.005 -1.491 0.0111
H -0.070 -2.260 2.232 -0.0003
H -1.464 -1.413 2.276 0.0005
H -2.099 -3.712 2.447 -0.0005
H -1.084 -4.036 1.029 0.0002
H -4.342 -2.068 -1.221 -0.0005
H -3.067 -2.353 -2.421 0.0010
O -0.948 1.086 0.698 -0.0151
C -1.935 1.050 1.499 -0.0026
O -2.580 -0.028 1.604 0.0189
C -2.278 2.250 2.300 0.0000
C -3.474 2.279 3.009 -0.0006
C -3.799 3.396 3.761 0.0001
C -2.927 4.475 3.811 -0.0008
C -1.729 4.444 3.107 0.0001
C -1.405 3.332 2.346 -0.0006
H -4.136 1.425 2.956 0.0001
H -4.734 3.429 4.305 0.0000
H -3.181 5.347 4.401 0.0000
H -1.053 5.288 3.148 0.0000
H -0.485 3.290 1.778 0.0000
C 3.713 -0.314 0.614 -0.0028
C 2.265 -0.786 0.765 -0.0089
C 2.296 -2.293 1.063 -0.0001
C 1.680 -0.025 1.968 -0.0016
P 1.066 -0.499 -0.664 -0.0326
C 1.394 1.175 -1.348 -0.0060
C 2.688 1.645 -1.593 -0.0016
C 2.901 2.896 -2.152 -0.0004
C 1.824 3.699 -2.493 -0.0002
C 0.536 3.231 -2.290 0.0001
C 0.319 1.982 -1.725 -0.0006
C 1.420 -1.641 -2.105 0.0037
C 0.679 -1.040 -3.310 -0.0001
C 0.801 -3.020 -1.824 0.0010
C 2.902 -1.781 -2.440 0.0001
H 4.279 -0.727 1.453 -0.0007
H 3.789 0.769 0.676 0.0000
H 4.190 -0.655 -0.304 -0.0001
H 2.713 -2.445 2.063 0.0000
H 2.935 -2.826 0.360 0.0000
H 1.312 -2.749 1.023 0.0000
H 2.357 -0.141 2.819 0.0000
H 0.698 -0.389 2.255 -0.0004
H 1.576 1.040 1.752 0.0000
H 3.550 1.037 -1.378 -0.0001
H 3.913 3.238 -2.324 -0.0001
H 1.990 4.680 -2.921 0.0000
H -0.316 3.838 -2.569 0.0000
H -0.694 1.643 -1.583 -0.0001
H -0.371 -0.846 -3.085 0.0000
H 0.726 -1.756 -4.134 0.0000
H 1.132 -0.106 -3.642 0.0000
H -0.246 -2.936 -1.525 0.0008
H 1.336 -3.569 -1.050 0.0000
H 0.840 -3.617 -2.738 0.0000
H 3.363 -0.813 -2.642 0.0000
H 3.001 -2.387 -3.345 0.0002
H 3.462 -2.279 -1.648 0.0000
```

Orbital gap (alpha / beta), Eh: 0.29280 / 0.32149
HOMO (alpha / beta), eV: -8.62 / -8.70
Total charge: 0
Spin multiplicity: 2


(2)
This record from the OMol25 dataset describes 2 unconnected molecules or ions with the total composition C6H16N2O. The level of theory is ωB97M-V/def2-TZVPD.

Geometry as XYZ:
```
25
Properties=species:S:1:pos:R:3:mulliken_charge:R:1
C 1.121 -0.031 -0.308 1.0710
C -1.592 1.079 -0.073 -0.3385
C -1.320 -1.290 0.192 -0.1102
C 2.105 -1.181 -0.373 -1.5890
C 1.723 1.168 0.396 -1.5023
C -1.565 -1.316 1.686 -1.2461
N -1.861 -0.150 -0.486 -0.1213
N -1.480 2.103 -0.976 -0.4977
O 0.731 0.334 -1.664 -0.5912
H 1.526 0.425 -2.212 0.2821
H -1.863 -0.247 -1.495 0.3090
H -1.578 1.277 0.988 0.3865
H -1.373 3.019 -0.570 0.3086
H -0.772 1.902 -1.682 0.2657
H -1.644 -2.197 -0.315 0.4213
H -0.094 -0.906 0.075 -0.1264
H 3.032 -0.898 -0.907 0.4480
H 1.675 -2.043 -0.890 0.3686
H 2.398 -1.499 0.631 0.3312
H 1.921 0.941 1.448 0.3088
H 2.687 1.472 -0.056 0.3626
H 1.060 2.034 0.358 0.2878
H -0.963 -0.555 2.195 0.2680
H -1.259 -2.284 2.084 0.3765
H -2.615 -1.154 1.952 0.3267
```

Orbital gap, Eh: 0.25233
HOMO, eV: -6.01
Total charge: 0


The following energy above the lowest of the compared OMol25 structures with the same formula, charge and spin values (in kcal/mol) correspond, in order, to the records above: 8.00 96.63.